The following is a quantum chemistry calculation of a structure of composition H20O10, from the OMol25 dataset.

```
30
Properties=species:S:1:pos:R:3:forces:R:3
H 0.20425 -0.41127 0.26506 0.1 0.0 -0.2
H -1.30717 -0.47055 0.11630 0.0 0.0 -0.2
H 3.29281 2.48986 1.47988 0.0 0.0 -0.1
H 1.79929 2.69966 1.66808 0.0 -0.1 0.0
H -0.40698 -3.79439 -2.79965 0.2 -0.1 -0.1
H -0.31386 -2.35019 -3.26402 0.1 0.2 0.1
H 2.27795 0.31604 -2.92398 -0.1 -0.1 0.1
H 2.01614 1.15447 -1.68360 -0.4 0.0 0.0
H 0.57920 -2.72521 2.55967 0.0 0.0 0.0
H 0.37539 -1.43304 3.33350 0.0 -0.1 0.0
H -3.42527 3.64881 1.94670 -0.1 0.7 0.8
H -3.39580 2.20422 2.41820 -0.2 0.5 0.5
H -2.17803 -2.87637 -1.86427 0.3 0.2 0.2
H -2.73334 -3.64945 -0.67936 0.0 0.1 0.0
H -3.00356 1.03604 1.20093 0.1 -0.4 -0.9
H -3.16121 1.02038 -0.31067 0.3 -0.9 -0.7
H 1.58953 3.45335 -2.01965 -0.1 0.1 0.0
H 1.12783 2.92785 -0.67030 0.0 0.0 0.1
H 4.13366 -1.57570 1.38946 -0.1 -0.1 0.0
H 3.41580 -1.34787 0.06930 -0.2 0.0 -0.1
O -0.49840 -0.33574 -0.39035 0.0 0.0 0.3
O 2.44023 2.28469 1.07988 0.0 0.1 0.1
O -0.10739 -2.92303 -2.51689 -0.3 -0.2 -0.2
O 1.87863 0.27275 -2.04782 0.5 -0.2 -0.1
O 0.24316 -2.38567 3.39680 0.0 0.1 -0.1
O -3.27712 2.74974 1.63251 -1.8 7.6 7.6
O -2.78447 -2.79361 -1.11972 -0.3 -0.2 0.0
O -2.97518 1.61104 0.42791 1.6 -7.5 -7.3
O 0.82585 3.06891 -1.57468 0.3 0.1 -0.1
O 3.36807 -1.86575 0.88079 0.1 0.1 0.1
```
Forces are in eV/Å.

For the energy relative to the best compared isomer or geometry (same formula, charge and spin), the calculation gives 714.9 kJ/mol. For the HOMO energy, the calculation gives -8.666 eV. As for the HOMO-LUMO gap: 0.3210 Eh. The net charge is 0. The calculation puts the LUMO energy at 0.1 eV.

The following is a quantum chemistry calculation of a cluster of 2 separate species, C3H13N4 in total, from the OMol25 dataset.

```
20
Properties=species:S:1:pos:R:3:forces:R:3
C -2.83834 0.13942 -0.30117 -0.8 1.3 -0.6
C 1.36078 1.25086 -0.97478 1.8 0.5 -2.0
C 1.79259 -0.56407 0.54450 3.3 -1.8 1.8
N 1.58611 -1.62408 -0.46336 0.7 -0.1 0.7
N -1.96100 -0.30310 0.75105 1.1 -1.9 2.4
N 1.02304 0.61260 0.23973 -2.9 0.2 0.8
N 0.09179 0.89688 1.02403 -0.3 0.0 0.3
H -3.04841 1.24491 -0.11627 0.6 -1.0 -0.6
H -2.31635 -0.03570 -1.28233 -0.9 0.3 0.9
H -3.89099 -0.23304 -0.28369 1.0 -0.5 -0.2
H 0.60944 1.98703 -1.29245 0.3 -0.3 0.2
H 2.32774 1.73496 -0.63714 -0.9 0.0 -1.1
H 1.59996 0.48660 -1.81276 -0.5 1.2 1.6
H 2.98045 -0.24497 0.75462 -3.2 -0.8 -1.0
H 1.45079 -0.95097 1.50648 0.0 0.6 0.0
H 2.50844 -2.00311 -0.68364 -0.3 0.2 -0.4
H -2.41602 -0.45756 1.70504 0.8 0.4 -1.9
H -1.31112 -1.13466 0.60472 -1.8 1.4 -0.2
H -0.63566 1.64412 0.77919 1.8 -0.8 -0.3
H 1.08678 -2.44613 -0.06177 0.3 1.1 -0.3
```
Forces are in eV/Å.

For the energy relative to the best compared isomer or geometry (same formula, charge and spin), the calculation gives 478.5 kJ/mol. For the HOMO energy (spin up / spin down), the calculation gives -13.065 / -13.064 eV. As for the HOMO-LUMO gap (spin up / spin down): 0.3028 / 0.3028 Eh. The net charge is +1. The calculation puts the LUMO energy (spin up / spin down) at -4.8 / -4.8 eV.

The following is a quantum chemistry calculation of a cluster of 3 separate species, C11H16F6NO8S in total, from the OMol25 dataset.

```
43
Properties=species:S:1:pos:R:3:forces:R:3
N 4.04066 -0.16652 4.40472 -0.4 -0.2 0.4
C 2.85953 0.49174 3.96865 0.1 -0.2 0.3
O 2.64682 0.64907 2.79983 0.0 0.0 -0.5
C 1.94462 0.97230 5.07291 -0.1 0.4 0.1
C 0.52437 1.20512 4.58523 0.2 -0.2 -0.1
S -0.36519 -0.36088 4.68275 -0.2 -1.1 -0.9
O -0.94037 -0.45100 6.01692 0.1 0.3 0.2
O -1.34239 -0.31843 3.59698 0.0 0.3 0.3
O 0.67534 -1.37611 4.44207 0.0 0.4 0.2
H 4.04446 -0.18891 5.41890 0.0 -0.1 0.0
H 3.96168 -1.13617 4.10826 0.3 0.1 -0.3
H 2.37936 1.88367 5.49737 0.0 0.1 0.0
H 1.92681 0.22075 5.85891 0.1 0.0 0.1
H 0.53253 1.48500 3.53635 0.0 0.1 -0.1
H 0.00154 1.96160 5.15983 -0.1 0.0 0.1
C -0.24606 0.49042 -0.47294 -0.3 0.3 0.2
C 0.56993 1.35299 -1.40434 0.3 -0.5 0.1
O -0.14253 2.55159 -1.79842 -0.1 0.1 -0.1
C -0.13738 3.55745 -0.94134 0.2 -0.3 0.0
O 0.40832 3.61555 0.11921 -0.1 0.1 -0.1
C -0.92650 4.73477 -1.54452 -0.1 0.1 0.0
F -2.09576 4.33467 -2.06071 0.0 0.1 0.0
F -0.21529 5.30784 -2.53228 0.0 0.0 0.0
F -1.17274 5.66275 -0.62348 0.0 0.0 0.0
H -1.20936 0.25771 -0.92130 0.0 -0.1 -0.1
H 0.27624 -0.44010 -0.26257 0.0 0.0 0.0
H -0.43775 0.99218 0.47496 0.1 0.0 0.1
H 0.76316 0.82677 -2.33826 -0.1 0.1 -0.1
H 1.53120 1.62377 -0.96838 -0.1 0.2 0.1
C -1.46742 -4.83665 -3.29483 -0.2 0.2 0.1
C -0.64066 -3.96622 -4.21586 0.2 -0.4 0.0
O -1.34727 -2.76444 -4.58091 0.0 0.1 0.0
C -1.34010 -1.79696 -3.67084 0.2 -0.3 0.0
O -0.80542 -1.82715 -2.60333 -0.1 0.2 -0.1
C -2.10481 -0.57619 -4.21591 -0.1 0.1 0.0
F -3.26841 -0.94397 -4.76896 0.1 0.1 0.0
F -1.36883 0.03100 -5.16016 0.0 0.0 0.0
F -2.35264 0.29577 -3.24919 0.0 0.0 -0.1
H -2.43258 -5.06224 -3.74989 0.0 -0.1 0.0
H -0.94532 -5.77169 -3.09518 0.0 0.0 0.0
H -1.65437 -4.33842 -2.34473 0.1 0.0 0.0
H -0.44536 -4.47713 -5.15643 -0.1 0.1 -0.1
H 0.31795 -3.70528 -3.76907 -0.1 0.1 0.1
```
Forces are in eV/Å.

For the energy relative to the best compared isomer or geometry (same formula, charge and spin), the calculation gives 0.0 kJ/mol. For the HOMO energy, the calculation gives -4.958 eV. As for the HOMO-LUMO gap: 0.2635 Eh. The net charge is -1. The calculation puts the LUMO energy at 2.2 eV.

The following is a quantum chemistry calculation of a structure of composition C38H34Co2O7PS, from the OMol25 dataset.

```
83
Properties=species:S:1:pos:R:3:forces:R:3
C 3.35902 -5.26013 -2.59226 0.2 -0.2 -0.1
C 2.50435 -4.56960 -1.55860 -0.1 -0.2 0.3
O 1.73366 -5.55040 -0.83562 0.7 0.5 -0.7
C 0.95179 -5.00739 0.15008 -1.2 -0.5 1.5
C 0.25267 -6.05218 0.84876 1.6 -0.3 -1.4
S -1.15654 -5.87081 1.75278 -1.2 0.3 -0.1
C -2.18885 -4.73762 0.75237 -0.2 -0.2 0.3
C -2.08637 -7.41650 1.44965 0.2 0.2 0.0
O 0.90323 -3.79292 0.35212 0.0 -0.5 -0.5
H 3.82449 -4.49238 -3.21337 0.0 0.0 -0.1
H 4.16340 -5.83618 -2.12763 -0.1 -0.1 0.0
H 2.78603 -5.92218 -3.24445 -0.1 0.0 0.1
H 3.15251 -4.03992 -0.85253 -0.2 0.2 -0.1
H 1.83527 -3.85003 -2.04484 0.1 -0.1 0.3
H 0.52669 -7.06819 0.58325 -0.3 0.1 0.0
H -1.69331 -3.76048 0.74064 0.0 -0.3 0.0
H -2.30949 -5.15804 -0.25566 0.1 0.2 0.4
H -3.15480 -4.66061 1.27131 0.2 0.0 -0.2
H -1.48023 -8.26424 1.77945 0.1 0.1 0.0
H -2.99663 -7.37471 2.05671 0.1 0.1 0.1
H -2.34636 -7.51525 0.38976 0.2 0.1 0.1
O -2.65604 1.84737 4.47529 0.8 -0.1 -1.4
C -2.04147 1.74737 3.49782 -0.8 0.3 2.1
Co -1.17856 1.55302 1.98012 -4.0 -1.6 -1.7
C -1.53996 -0.13580 1.64207 -1.8 -2.3 -0.6
O -1.94444 -1.21067 1.47199 1.0 1.8 0.2
C -2.37351 2.53003 1.11540 -1.5 0.6 -1.0
O -3.28695 3.08488 0.67170 1.0 -0.4 0.5
C 0.34555 2.47088 1.95570 3.3 1.1 2.0
C 0.45278 1.21172 2.59896 3.0 1.2 1.6
C 1.10432 0.49854 3.56069 -0.3 1.3 -0.4
C 0.73369 -0.84793 3.91216 -0.1 -0.8 0.5
C 0.46047 -1.21094 5.25534 -0.1 0.2 -0.7
C -0.01009 -2.48283 5.55405 0.2 -0.2 -0.1
C -0.12591 -3.44223 4.53693 0.1 0.2 -0.1
C 0.22285 -3.10556 3.22430 -0.2 -0.3 0.2
C 0.62670 -1.82019 2.90739 0.3 0.1 0.3
Co 0.97297 1.54692 0.46032 -0.9 -0.1 -0.4
C 1.01788 -0.03548 -0.26280 1.0 -2.2 -1.2
O 1.09486 -1.07284 -0.78117 -0.3 1.4 0.6
C 2.58919 2.18518 0.51463 0.9 -0.3 0.5
O 3.65196 2.65799 0.51718 -0.8 -0.1 -0.2
P 0.13128 2.70524 -1.10430 0.1 0.0 0.0
C -1.32529 2.09100 -2.03286 0.0 0.1 -0.4
C -1.80458 2.76188 -3.16750 -0.5 -0.4 0.0
C -2.93678 2.27997 -3.83552 0.2 0.0 0.2
C -3.56401 1.10566 -3.40278 0.1 0.1 0.0
C -3.04120 0.40406 -2.31880 0.0 0.1 0.0
C -1.93038 0.89644 -1.63046 -0.1 0.0 -0.1
C -0.30047 4.40754 -0.58893 -0.2 0.1 -0.4
C -1.55045 4.98198 -0.83667 0.4 0.5 0.1
C -1.84082 6.25869 -0.35029 0.2 0.0 0.0
C -0.87735 6.98212 0.35764 -0.1 -0.1 0.0
C 0.37302 6.41041 0.60325 0.1 -0.3 -0.2
C 0.66234 5.12418 0.13761 -0.2 0.3 0.1
C 1.33596 2.98781 -2.46196 -0.2 0.3 -0.3
C 1.79238 4.26098 -2.82990 0.3 -0.4 -0.3
C 2.81072 4.38706 -3.78223 -0.1 -0.2 0.1
C 3.35079 3.25378 -4.39229 0.0 0.0 0.1
C 2.86722 1.98593 -4.05551 -0.4 0.1 0.2
C 1.85298 1.85180 -3.10251 0.3 0.2 -0.2
H 0.66401 3.44121 2.31522 -0.3 0.1 0.2
H 1.81018 1.03134 4.19875 0.2 -0.1 -0.2
H 0.57798 -0.43748 6.01876 -0.1 -0.3 -0.1
H -0.27818 -2.73190 6.58329 0.1 0.0 -0.3
H -0.46909 -4.44978 4.76130 0.0 0.2 0.0
H 0.20519 -3.84189 2.42227 0.0 0.3 0.4
H 0.93279 -1.56706 1.88750 -0.2 -0.2 0.4
H -1.30152 3.66449 -3.51720 -0.1 -0.2 0.1
H -3.32579 2.82447 -4.69316 0.0 -0.1 0.1
H -4.45645 0.73556 -3.91594 0.3 0.1 0.1
H -3.49674 -0.53051 -1.98998 0.1 0.2 -0.1
H -1.53817 0.34938 -0.76629 -0.1 0.3 -0.5
H -2.28421 4.45200 -1.43765 0.1 0.1 0.3
H -2.82932 6.67953 -0.53153 0.2 0.0 0.0
H -1.10240 7.98996 0.71781 0.1 -0.3 -0.1
H 1.13746 6.95757 1.15493 -0.2 -0.1 -0.1
H 1.64424 4.68244 0.33113 -0.4 0.1 0.0
H 1.35262 5.15111 -2.38423 0.2 -0.2 0.0
H 3.17501 5.38044 -4.04321 -0.1 -0.2 0.0
H 4.14631 3.35552 -5.13534 -0.2 0.0 0.3
H 3.27231 1.09599 -4.53447 -0.1 0.2 0.1
H 1.46154 0.86141 -2.85794 0.2 0.3 0.0
```
Forces are in eV/Å.

For the HOMO energy (spin up / spin down), the calculation gives 1.936 / -1.291 eV. As for the HOMO-LUMO gap (spin up / spin down): 0.0697 / 0.1882 Eh. The net charge is -2. Its spin multiplicity is 2. The calculation puts the LUMO energy (spin up / spin down) at 3.8 / 3.8 eV.

The following is a quantum chemistry calculation of a structure of composition C11H25FeN3O3P2, from the OMol25 dataset.

```
45
Properties=species:S:1:pos:R:3:forces:R:3
Fe -0.13095 0.18428 0.98580 3.9 -1.1 0.6
P -2.12676 -0.61490 0.98421 -2.7 -3.0 0.0
P -0.79208 2.21941 0.58763 0.3 3.1 -1.0
N 0.26059 -1.61150 -0.14883 -0.3 -0.9 -0.3
N 1.34528 0.66074 -0.41608 0.3 -1.4 0.4
H 1.78069 -2.41315 -1.41322 0.0 -0.2 0.1
H 3.24386 -0.29223 -0.33588 -0.1 0.0 -0.3
H 2.24699 -2.21836 0.32637 -0.6 0.2 -0.6
C 1.70501 -1.76816 -0.53594 -1.1 -0.6 0.6
H 2.46097 -0.32035 -1.95018 0.0 0.1 0.6
C 2.27417 -0.38624 -0.85245 0.1 0.9 -0.5
H -0.46753 -3.36221 -0.98840 0.0 0.2 0.1
H 2.32660 2.17178 -1.45146 -0.2 0.2 0.0
C -0.68522 -2.42584 -0.45040 2.3 -0.3 -0.2
C 1.47672 1.91936 -0.80984 -0.8 0.1 0.5
C -2.09460 -2.11468 -0.18382 -1.0 0.7 0.7
C 0.52842 2.84332 -0.40553 0.7 0.6 -0.6
H -2.77429 -2.93697 0.14555 0.9 0.5 -0.1
H 0.60871 3.87579 -0.72070 -0.1 -0.1 0.1
H -1.97914 2.54440 -0.12069 0.0 0.1 0.5
H -0.82234 3.05050 1.73318 -0.4 0.1 -0.2
H -3.28730 0.10787 0.64607 -0.1 -0.4 0.1
H -2.55448 -1.51748 1.98679 -0.3 0.7 0.4
H -0.70674 0.26902 -2.38781 -0.5 0.4 0.3
C -1.63505 0.35753 -2.99773 2.0 0.0 -0.9
C -1.84197 1.83987 -3.35040 0.1 1.5 -0.3
C -1.35195 -0.55038 -4.21843 -0.8 -0.7 0.4
O -2.77359 0.26315 -2.30444 -0.7 -1.5 0.7
H -1.08653 2.30281 -4.02844 -0.3 -0.7 0.6
H -2.82902 1.96914 -3.79504 0.1 -0.1 -0.3
H -1.88445 2.38276 -2.40099 0.3 0.2 -0.3
H -0.82181 -1.48443 -3.90972 -0.4 0.7 -0.1
H -2.29156 -0.86142 -4.69635 0.2 0.2 0.0
H -0.72519 -0.03464 -4.94664 0.0 0.0 0.1
H -2.49984 -1.80373 -1.12373 -0.4 0.3 -0.8
N 1.96112 0.62959 5.02675 0.4 0.3 0.2
C 1.96310 -0.80731 4.62657 0.5 -0.1 -0.3
C 1.41315 -0.86003 3.21390 -1.0 0.7 -1.5
O 1.53014 -1.85263 2.50588 0.0 0.8 1.1
O 0.82118 0.27852 2.89949 0.1 -1.5 -0.3
H 2.63001 1.15582 4.44674 -0.5 -0.1 0.1
H 2.23994 0.74752 5.99083 0.1 0.1 0.5
H 1.02189 1.02298 4.87423 0.3 -0.1 -0.3
H 2.98429 -1.19117 4.65454 -0.1 0.1 0.1
H 1.33958 -1.36834 5.30864 -0.1 -0.1 0.2
```
Forces are in eV/Å.

For the energy relative to the best compared isomer or geometry (same formula, charge and spin), the calculation gives 0.0 kJ/mol. For the HOMO energy (spin up / spin down), the calculation gives -9.476 / -9.486 eV. As for the HOMO-LUMO gap (spin up / spin down): 0.2342 / 0.2159 Eh. The net charge is +1. Its spin multiplicity is 6. The calculation puts the LUMO energy (spin up / spin down) at -3.1 / -3.6 eV.

The following is a quantum chemistry calculation of a structure of composition C5H12N2O, from the OMol25 dataset.

```
20
Properties=species:S:1:pos:R:3:forces:R:3
C 0.97329 -2.33790 0.40396 1.0 -1.0 1.1
N -0.28832 -2.46364 0.28673 1.0 1.7 -1.5
C -0.58853 -0.02614 1.11410 0.2 -1.0 0.4
C -0.52223 -1.02332 -0.05711 -2.8 -0.4 0.7
C 0.43255 -0.18827 -1.21066 2.1 -0.4 0.4
N -0.28780 0.73139 -1.82988 -0.6 0.6 -0.2
C -0.27994 2.03023 -1.24947 0.2 -0.2 0.4
O 0.45518 2.18003 1.87811 0.1 0.2 -0.1
H 1.72412 -2.55970 -0.38732 -0.3 -0.1 -0.2
H 1.46216 -2.05824 1.35187 0.0 0.2 0.1
H -0.59969 1.00100 0.79275 0.0 0.0 0.2
H 0.27879 -0.15808 1.75576 0.0 0.3 -0.1
H -1.46789 -0.24248 1.73289 0.0 -0.1 -0.3
H -1.47340 -1.11174 -0.57744 -0.1 0.3 0.0
H 1.29508 0.16636 -0.61046 -0.4 0.2 0.2
H 0.78504 -0.97636 -1.85624 -0.4 -0.6 -0.6
H 0.43717 2.74242 2.66029 0.0 0.1 -0.1
H -1.25930 2.18667 -0.75483 0.1 0.0 -0.1
H -0.22482 2.82322 -1.99535 -0.1 -0.2 -0.3
H 0.47874 2.12823 -0.46994 0.0 0.4 0.1
```
Forces are in eV/Å.

For the energy relative to the best compared isomer or geometry (same formula, charge and spin), the calculation gives 1121.0 kJ/mol. For the HOMO energy, the calculation gives -7.238 eV. As for the HOMO-LUMO gap: 0.1490 Eh. The net charge is 0. The calculation puts the LUMO energy at -3.2 eV.

Maximum force? In order: 10.9; 4.1; 1.4; 4.6; 4.1; 2.9 eV Å⁻¹.